No. 1
Computed, not measured: 8 unconnected molecules or ions with the total composition C8H32O8 in a non-equilibrium geometry, with wB97M-V/def2-TZVPD.

For the HOMO-LUMO gap (spin up / spin down), the calculation gives 8.66 / 2.01 eV. The energy is -925.46087 Eh. As for the total charge: +1. The energy above the lowest of the compared OMol25 structures with the same formula, charge and spin comes out at 11.0 kcal/mol. Its spin multiplicity is 2.

Last column: Mulliken spin population.
Positions of all 48 atoms, in Å:
O  -1.00  4.26  -4.39  0.000
O  1.57  8.36  -5.82  0.007
O  -3.07  5.66  -8.62  0.000
O  -1.22  12.28  -5.01  0.007
O  -2.43  6.50  -5.04  0.002
O  -3.89  5.60  -2.83  0.000
O  1.17  9.00  -9.21  0.610
O  -6.45  10.67  -5.03  0.002
C  -1.72  8.40  -6.24  0.011
C  -0.99  9.13  -10.11  0.011
C  -6.00  9.75  -2.93  0.000
C  0.05  8.24  -9.53  0.079
C  -6.30  9.42  -4.41  0.000
C  -2.13  12.16  -6.11  -0.002
C  -1.87  7.80  -4.84  -0.001
C  -3.57  11.80  -5.68  0.003
H  -5.71  8.92  -2.28  0.000
H  -6.91  10.14  -2.47  0.000
H  1.30  8.85  -5.04  0.000
H  -1.33  5.13  -4.61  0.000
H  -1.30  9.76  -9.28  0.016
H  -1.30  4.11  -3.49  0.000
H  -2.11  13.04  -6.75  0.000
H  -1.33  13.11  -4.54  0.000
H  1.89  8.51  -8.80  -0.015
H  -0.93  7.71  -4.30  0.001
H  -6.61  10.53  -5.97  0.000
H  -4.03  5.57  -8.59  0.000
H  -7.30  8.98  -4.49  0.000
H  -5.25  10.53  -2.78  0.000
H  -2.55  8.07  -6.88  -0.001
H  -4.75  5.70  -3.22  0.000
H  -2.75  5.04  -7.97  0.000
H  -0.31  7.63  -8.71  0.103
H  0.42  7.49  -10.24  0.152
H  -4.16  11.66  -6.59  0.000
H  -1.78  11.28  -6.65  0.002
H  -0.75  8.14  -6.66  0.003
H  1.70  9.03  -6.49  -0.001
H  -3.93  12.66  -5.11  0.000
H  -0.56  9.66  -10.96  0.008
H  -1.86  8.53  -10.38  -0.001
H  -1.74  9.48  -6.08  -0.001
H  -3.28  5.71  -3.56  0.000
H  -3.55  10.94  -5.01  0.000
H  -2.58  8.38  -4.26  0.004
H  -5.47  8.88  -4.86  0.000
H  -2.96  6.44  -5.85  0.000

No. 2
Computed, not measured: a single C2H4N2O2 molecule in a non-equilibrium geometry, with wB97M-V/def2-TZVPD.

For the HOMO-LUMO gap, the calculation gives 9.49 eV. The energy is -338.47290 Eh. The energy above the lowest of the compared OMol25 structures with the same formula, charge and spin comes out at 113.1 kcal/mol. Its SMILES is CC(=O)/N=[NH+]/[O-].

Last column: natural (NBO) charge in e.
Positions of all 10 atoms, in Å:
O  3.15  0.04  -0.35  -0.337
O  0.10  -0.07  1.48  -0.572
N  0.72  -0.16  -0.67  -0.368
N  1.90  -0.06  -0.08  0.202
C  -1.54  0.07  -0.33  -0.725
C  -0.26  -0.01  0.32  0.651
H  -1.90  1.07  -0.64  0.271
H  1.75  0.00  1.06  0.374
H  -1.51  -0.64  -1.13  0.260
H  -2.41  -0.24  0.34  0.245

No. 3
Computed, not measured: a single C5H7N molecule, with wB97M-V/def2-TZVPD.

For the HOMO-LUMO gap, the calculation gives 8.24 eV. The energy is -249.32521 Eh. The energy above the lowest of the compared OMol25 structures with the same formula, charge and spin comes out at 92.9 kcal/mol.

Last column: natural (NBO) charge in e.
Positions of all 13 atoms, in Å:
N  0.58  -0.95  -0.11  -0.450
C  0.89  0.50  -0.04  -0.104
C  -0.84  -1.10  -0.07  -0.033
C  1.13  -0.28  1.21  -0.411
C  -0.45  1.21  -0.23  -0.457
C  -1.45  0.08  -0.08  -0.172
H  1.70  0.82  -0.70  0.194
H  2.19  -0.58  1.22  0.138
H  -1.23  -2.09  0.14  0.221
H  -0.61  1.99  0.53  0.232
H  -0.53  1.68  -1.22  0.210
H  1.12  -1.51  -0.76  0.409
H  -2.51  0.22  0.10  0.222